Record 1
{
  "formula": "C3H3N3O2",
  "method": "the ωB97M-V functional and the def2-TZVPD basis",
  "elements": ["C", "N", "C", "N", "N", "O", "C", "O", "H", "H", "H"],
  "xyz": [[-1.392, -0.704, 1.386], [-1.562, -0.670, -0.008], [-0.460, -0.119, -0.584], [0.398, -0.248, 0.464], [-0.183, -0.272, 1.666], [1.431, 0.694, 0.208], [1.305, 0.745, -1.193], [-0.037, 0.338, -1.630], [-2.248, -0.900, 2.122], [2.033, -0.147, -1.572], [1.776, 1.590, -1.676]],
  "mulliken_charge": [0.089, -0.714, 0.566, 0.592, -0.685, -0.323, -0.136, -0.269, 0.341, 0.213, 0.326],
  "lumo_energy_ev": 0.7,
  "orbital_gap_ev": 10.065,
  "homo_ev": -9.410,
  "largest_force_ev_per_a": 12.70,
  "total_charge": 0,
  "smiles": "c1nc2n(n1)OCO2",
  "relative_energy_kcal_mol": 143.48
}

Record 2
{
  "formula": "C3H3N3O2",
  "method": "the ωB97M-V functional and the def2-TZVPD basis",
  "elements": ["O", "C", "N", "C", "C", "N", "N", "O", "H", "H", "H"],
  "xyz": [[1.958, 1.406, -0.020], [0.805, 0.940, -0.042], [-0.405, 1.505, 0.084], [-1.497, 0.665, 0.046], [-1.463, -0.659, 0.003], [-0.272, -1.285, -0.074], [0.807, -0.547, -0.075], [1.995, -1.225, 0.126], [-2.387, 1.158, -0.096], [-2.229, -1.494, 0.157], [2.688, -0.463, -0.109]],
  "mulliken_charge": [-0.657, 0.558, -0.485, -0.195, -0.075, -0.692, 0.756, -0.452, 0.445, 0.354, 0.442],
  "lumo_energy_ev": -1.0,
  "orbital_gap_ev": 8.668,
  "homo_ev": -9.698,
  "largest_force_ev_per_a": 5.37,
  "total_charge": 0,
  "smiles": "O=c1nccnn1O",
  "relative_energy_kcal_mol": 101.56
}

Record 3
{
  "formula": "C3H3N3O2",
  "method": "the ωB97M-V functional and the def2-TZVPD basis",
  "elements": ["O", "C", "N", "N", "N", "C", "C", "O", "H", "H", "H"],
  "xyz": [[-0.535, 1.651, -0.041], [0.302, 0.828, 0.040], [1.657, 0.670, -0.085], [2.094, -0.585, 0.153], [1.005, -1.331, -0.056], [-0.191, -0.563, -0.142], [-1.488, -1.019, 0.042], [-2.425, -0.029, 0.055], [2.386, 1.423, 0.109], [-1.834, -2.055, -0.150], [-1.906, 0.908, 0.199]],
  "mulliken_charge": [-0.635, 0.581, 0.109, -0.424, -0.286, 0.178, -0.131, -0.507, 0.299, 0.357, 0.457],
  "lumo_energy_ev": -0.7,
  "orbital_gap_ev": 8.491,
  "homo_ev": -9.225,
  "largest_force_ev_per_a": 6.42,
  "total_charge": 0,
  "smiles": "O=C1NN=N/C1=C/O",
  "relative_energy_kcal_mol": 95.79
}

Record 4
{
  "formula": "C3H3N3O2",
  "method": "the ωB97M-V functional and the def2-TZVPD basis",
  "elements": ["C", "C", "N", "N", "C", "O", "O", "N", "H", "H", "H"],
  "xyz": [[-1.573, -2.199, -0.037], [-0.738, -0.925, -0.147], [0.538, -1.000, -0.936], [1.276, 0.080, -0.840], [0.830, 1.083, 0.211], [1.608, 2.010, 0.348], [-0.529, 1.219, 0.636], [-1.076, 0.059, 0.584], [-0.713, -2.917, 0.388], [-2.014, -2.656, -1.006], [-2.182, -1.990, 0.929]],
  "mulliken_charge": [-0.726, 0.466, -0.135, -0.132, 0.497, -0.439, -0.107, -0.213, 0.222, 0.283, 0.284],
  "lumo_energy_ev": -1.7,
  "orbital_gap_ev": 8.386,
  "homo_ev": -10.060,
  "largest_force_ev_per_a": 5.45,
  "total_charge": 0,
  "smiles": "Cc1nnc(=O)on1",
  "relative_energy_kcal_mol": 143.90
}

Record 5
{
  "formula": "C3H3N3O2",
  "method": "the ωB97M-V functional and the def2-TZVPD basis",
  "elements": ["H", "N", "C", "N", "N", "C", "C", "O", "O", "H", "H"],
  "xyz": [[-3.071, 1.257, -0.709], [-2.099, 1.292, -0.631], [-1.607, 0.180, -0.180], [-0.214, 0.030, 0.570], [0.213, -1.213, 0.592], [1.578, -1.137, 0.378], [1.829, 0.405, -0.028], [2.783, 0.977, -0.408], [0.773, 1.029, 0.145], [-2.343, -0.705, -0.107], [2.159, -2.114, 0.377]],
  "mulliken_charge": [0.269, -0.521, 0.073, 0.456, -0.520, -0.206, 0.528, -0.545, -0.198, 0.315, 0.349],
  "lumo_energy_ev": -0.2,
  "orbital_gap_ev": 9.593,
  "homo_ev": -9.831,
  "largest_force_ev_per_a": 6.66,
  "total_charge": 0,
  "smiles": "[H]/N=C/n1ncc(=O)o1",
  "relative_energy_kcal_mol": 134.91
}

Record 6
{
  "formula": "C3H3N3O2",
  "method": "the ωB97M-V functional and the def2-TZVPD basis",
  "elements": ["N", "C", "O", "C", "C", "N", "O", "N", "H", "H", "H"],
  "xyz": [[-1.715, 0.584, -0.256], [-1.143, -0.572, 0.007], [-1.672, -1.576, 0.372], [0.355, -0.473, -0.064], [1.233, 0.648, 0.323], [2.429, 0.252, 0.167], [2.406, -1.045, -0.135], [1.114, -1.517, -0.235], [-1.213, 1.390, -0.656], [-2.798, 0.653, -0.092], [1.005, 1.656, 0.568]],
  "mulliken_charge": [-0.389, 0.405, -0.548, 0.409, -0.097, -0.318, -0.034, -0.337, 0.223, 0.271, 0.416],
  "lumo_energy_ev": 0.3,
  "orbital_gap_ev": 10.897,
  "homo_ev": -10.581,
  "largest_force_ev_per_a": 4.76,
  "total_charge": 0,
  "smiles": "NC(=O)c1cnon1",
  "relative_energy_kcal_mol": 82.36
}

Record 7
{
  "formula": "C3H3N3O2",
  "method": "the ωB97M-V functional and the def2-TZVPD basis",
  "elements": ["H", "N", "C", "N", "N", "C", "C", "O", "O", "H", "H"],
  "xyz": [[3.210, 0.038, -0.090], [2.727, -0.763, 0.421], [1.551, -0.545, 0.208], [0.536, -1.622, 0.475], [-0.609, -0.969, 0.107], [-0.379, 0.133, -0.360], [-1.401, 0.934, -0.397], [-2.599, 0.412, -0.074], [0.978, 0.539, -0.473], [-1.439, 2.018, -0.642], [-2.576, -0.176, 0.825]],
  "mulliken_charge": [0.284, -0.525, 0.457, -0.445, -0.120, 0.687, -0.216, -0.513, -0.367, 0.348, 0.410],
  "lumo_energy_ev": -1.5,
  "orbital_gap_ev": 7.730,
  "homo_ev": -9.234,
  "largest_force_ev_per_a": 12.53,
  "total_charge": 0,
  "smiles": "[H]/N=C1N=N/C(=C\\O)O/1",
  "relative_energy_kcal_mol": 129.07
}

Record 8
{
  "formula": "C3H3N3O4",
  "method": "the ωB97M-V functional and the def2-TZVPD basis",
  "elements": ["C", "C", "C", "N", "N", "N", "O", "O", "O", "O", "H", "H", "H"],
  "xyz": [[0.627, -0.982, -0.903], [1.255, 0.348, 0.462], [-0.243, -0.047, -0.127], [1.783, -0.609, -0.479], [-0.885, 1.054, -0.895], [-1.037, -0.590, 1.002], [-0.932, 0.875, -2.109], [-1.950, 0.114, 1.319], [-1.218, 2.008, -0.270], [-0.641, -1.566, 1.491], [0.460, -2.012, -1.265], [1.368, 1.368, 0.267], [1.412, 0.039, 1.506]],
  "mulliken_charge": [-0.811, -0.724, 1.033, -0.180, 0.836, 0.926, -0.537, -0.554, -0.490, -0.552, 0.352, 0.377, 0.321],
  "lumo_energy_ev": [-0.4, -3.7],
  "spin_multiplicity": 3,
  "s_squared": 2.006,
  "orbital_gap_ev": [6.938, 7.683],
  "homo_ev": [-7.345, -11.430],
  "largest_force_ev_per_a": 7.19,
  "total_charge": 0,
  "relative_energy_kcal_mol": 76.56
}

Record 9
{
  "formula": "C3H3N3OS",
  "method": "the ωB97M-V functional and the def2-TZVPD basis",
  "elements": ["C", "C", "C", "H", "H", "H", "N", "N", "N", "O", "S"],
  "xyz": [[2.253, -0.669, 0.044], [0.951, -0.211, -0.212], [-1.073, -0.038, -0.103], [4.184, -0.593, 0.440], [2.326, -1.805, -0.015], [-2.723, -1.538, 1.067], [0.762, 1.182, -0.028], [-0.438, 1.276, 0.084], [-0.158, -0.944, -0.184], [3.467, 0.114, 0.083], [-2.842, -0.129, 0.023]],
  "mulliken_charge": [0.012, 0.342, 0.444, 0.377, 0.317, 0.176, -0.158, -0.326, -0.465, -0.436, -0.283],
  "lumo_energy_ev": -1.1,
  "orbital_gap_ev": 7.975,
  "homo_ev": -9.075,
  "largest_force_ev_per_a": 6.84,
  "total_charge": 0,
  "relative_energy_kcal_mol": 119.17
}

Record 10
{
  "formula": "C3H3N3OS",
  "method": "the ωB97M-V functional and the def2-TZVPD basis",
  "elements": ["O", "C", "N", "N", "N", "C", "C", "S", "H", "H", "H"],
  "xyz": [[1.506, -1.060, -0.705], [0.293, -0.643, -0.220], [-0.554, -1.556, 0.104], [-1.813, -1.252, 0.483], [-2.087, 0.053, 0.596], [-1.179, 0.999, 0.465], [0.198, 0.698, 0.196], [1.402, 1.842, -0.164], [1.262, -1.967, -0.736], [-1.319, 1.957, 0.775], [2.289, 0.930, -0.794]],
  "mulliken_charge": [-0.519, 0.507, -0.182, -0.495, -0.225, -0.278, 0.468, -0.273, 0.340, 0.443, 0.214],
  "lumo_energy_ev": -0.4,
  "orbital_gap_ev": 9.009,
  "homo_ev": -9.437,
  "largest_force_ev_per_a": 4.77,
  "total_charge": 0,
  "smiles": "Oc1nnncc1S",
  "relative_energy_kcal_mol": 78.63
}

Record 11
{
  "formula": "C3H3N3S",
  "method": "the ωB97M-V functional and the def2-TZVPD basis",
  "elements": ["S", "C", "C", "N", "N", "N", "C", "H", "H", "H"],
  "xyz": [[2.276, -0.196, 0.010], [0.543, -0.119, -0.023], [-0.222, 1.039, -0.016], [-1.569, 1.032, -0.014], [-2.202, -0.104, 0.023], [-1.557, -1.254, 0.029], [-0.228, -1.279, -0.030], [2.510, 1.122, 0.075], [0.260, 2.034, 0.011], [0.189, -2.276, -0.066]],
  "mulliken_charge": [-0.207, 0.618, -0.163, -0.181, -0.440, -0.191, -0.321, 0.137, 0.301, 0.444],
  "lumo_energy_ev": 0.1,
  "orbital_gap_ev": 9.906,
  "homo_ev": -9.814,
  "largest_force_ev_per_a": 1.10,
  "total_charge": 0,
  "smiles": "Sc1cnnnc1",
  "relative_energy_kcal_mol": 49.66
}

Record 12
{
  "formula": "C3H3N3S2",
  "method": "the ωB97M-V functional and the def2-TZVPD basis",
  "elements": ["N", "N", "C", "C", "N", "S", "C", "S", "H", "H", "H"],
  "xyz": [[2.538, 0.032, -0.717], [1.786, 0.916, -0.240], [0.450, 0.745, -0.240], [-0.147, 1.885, 0.610], [-1.337, 1.623, 1.075], [-1.658, -0.140, 0.813], [-0.357, -0.468, -0.306], [0.004, -1.941, -0.839], [1.758, -0.664, -1.373], [3.669, 0.291, -0.488], [0.439, 2.707, 1.067]],
  "mulliken_charge": [-0.444, -0.111, 0.191, -0.126, -0.441, 0.022, 0.357, -0.405, 0.280, 0.320, 0.355],
  "lumo_energy_ev": -0.8,
  "orbital_gap_ev": 7.949,
  "homo_ev": -8.703,
  "largest_force_ev_per_a": 4.71,
  "total_charge": 0,
  "smiles": "N/N=C1/C=NSC1=S",
  "relative_energy_kcal_mol": 81.03
}